[1]
# C21H45LuOP3S

A molecular structure, C21H45LuOP3S (ωB97M-V/def2-TZVPD, the OMol25 dataset).

Last column: Löwdin charge in e.
CARTESIAN COORDINATES (ANGSTROEM)
1 Lu -0.180 -0.095 0.360  1.041
2 P 0.897 -2.201 1.992  0.717
3 P 2.601 -0.642 -0.606  0.709
4 P -0.015 -2.200 -1.711  0.681
5 H -5.816 3.037 -0.825  0.094
6 C -6.057 1.978 -1.032  0.050
7 C -5.925 1.025 -0.102  0.019
8 H -5.537 1.215 0.918  0.088
9 C 1.122 -1.539 3.708  -0.255
10 C 2.422 -3.252 1.921  -0.247
11 C -0.359 -3.525 2.295  -0.256
12 C 2.835 0.583 -1.963  -0.256
13 C 3.916 -0.029 0.535  -0.259
14 C 3.582 -2.061 -1.282  -0.248
15 C -1.726 -2.611 -2.267  -0.291
16 C 0.607 -3.906 -1.458  -0.249
17 C 0.694 -1.830 -3.373  -0.253
18 H -6.489 1.740 -2.019  0.107
19 H -6.310 0.024 -0.325  0.098
20 H 0.477 -0.666 3.817  0.018
21 H 2.160 -1.242 3.886  0.058
22 H 0.826 -2.307 4.427  0.060
23 H 3.337 -2.650 2.001  0.039
24 H 2.463 -3.825 0.988  0.030
25 H 2.402 -3.963 2.765  0.079
26 H -1.355 -3.072 2.293  0.036
27 H -0.146 -3.953 3.281  0.060
28 H -0.328 -4.302 1.526  0.038
29 H 3.865 0.496 -2.338  0.070
30 H 2.671 1.596 -1.569  0.040
31 H 2.129 0.420 -2.785  0.023
32 H 4.893 -0.145 0.054  0.065
33 H 3.915 -0.583 1.479  0.031
34 H 3.755 1.030 0.758  0.035
35 H 4.615 -1.724 -1.444  0.068
36 H 3.204 -2.444 -2.233  0.027
37 H 3.614 -2.898 -0.577  0.031
38 H -1.669 -3.105 -3.255  0.064
39 H -2.334 -1.695 -2.341  -0.002
40 H -2.210 -3.289 -1.547  0.057
41 H 0.238 -4.537 -2.273  0.072
42 H 0.246 -4.307 -0.507  0.022
43 H 1.699 -3.940 -1.459  0.028
44 H 0.157 -2.432 -4.113  0.060
45 H 1.764 -2.033 -3.466  0.037
46 H 0.506 -0.773 -3.577  0.033
47 C -2.998 1.262 -0.284  -0.737
48 C -3.075 1.535 -1.674  -0.100
49 C -3.104 2.834 -2.141  -0.017
50 C -3.093 3.879 -1.221  0.005
51 C -3.045 3.643 0.161  -0.028
52 C -3.034 2.335 0.628  -0.114
53 S -2.806 -0.384 0.168  0.804
54 H -0.610 0.515 -1.376  -0.040
55 H -3.123 0.679 -2.357  0.124
56 H -3.115 3.017 -3.226  0.150
57 H -3.045 4.926 -1.537  0.146
58 H -3.008 4.497 0.835  0.143
59 H -2.933 2.091 1.698  0.138
60 C 1.865 3.433 2.473  -0.117
61 C 1.143 4.072 1.276  -0.114
62 C 0.407 2.971 0.506  -0.126
63 O 0.778 1.678 1.199  -0.419
64 C 1.560 1.940 2.470  -0.105
65 H 2.955 3.593 2.446  0.136
66 H 1.492 3.828 3.412  0.125
67 H 1.854 4.575 0.613  0.130
68 H 0.419 4.819 1.628  0.127
69 H -0.685 3.087 0.592  0.080
70 H 0.677 2.875 -0.564  0.122
71 H 2.459 1.304 2.424  0.104
72 H 0.908 1.628 3.296  0.119

Summary:
HOMO level (spin up / spin down) = -16.70 / -16.82 eV
total charge = +3
spin multiplicity = 1
LUMO energy (spin up / spin down) = -13.09 / -12.71 eV
frontier orbital gap (spin up / spin down) = 3.61 / 4.11 eV
M = 613.55 g mol⁻¹

---

[2]
# C6H12BNO

A single C6H12BNO molecule (ωB97M-V/def2-TZVPD, the OMol25 dataset).

Last column: natural (NBO) charge in e.
CARTESIAN COORDINATES (ANGSTROEM)
1 B 0.388 -0.123 -0.055  0.821
2 C 2.475 0.049 2.051  -0.039
3 C 1.497 0.592 2.746  -0.339
4 C 0.040 0.733 2.407  -0.224
5 C -0.583 -1.100 -3.410  -0.634
6 C -1.491 1.250 0.506  -0.412
7 C 0.228 -1.415 -2.138  -0.047
8 N -0.218 0.581 1.006  -0.755
9 O -0.190 -0.480 -1.157  -0.760
10 H 3.418 -0.330 2.421  0.173
11 H 1.538 0.936 3.872  0.214
12 H -0.558 -0.125 2.895  0.201
13 H -0.356 1.707 2.872  0.199
14 H -1.677 -1.048 -3.107  0.220
15 H -0.476 -0.139 -3.798  0.211
16 H -0.133 -1.773 -4.246  0.215
17 H -1.165 1.997 -0.297  0.199
18 H -2.189 0.543 0.100  0.204
19 H -1.838 1.785 1.403  0.194
20 H 1.280 -1.255 -2.337  0.178
21 H 0.012 -2.384 -1.737  0.180

Summary:
⟨S²⟩ = 2.016
HOMO level (spin up / spin down) = -5.92 / -8.77 eV
total charge = 0
spin multiplicity = 3
LUMO energy (spin up / spin down) = 0.90 / -0.77 eV
frontier orbital gap (spin up / spin down) = 6.82 / 8.00 eV
M = 124.98 g mol⁻¹

---

[3]
# C37H35ClN2S2Si2Sn

A molecular structure, C37H35ClN2S2Si2Sn (ωB97M-V/def2-TZVPD, the OMol25 dataset).

Last column: Löwdin charge in e.
CARTESIAN COORDINATES (ANGSTROEM)
1 C -2.258 -0.788 1.561  -0.066
2 C -3.097 -0.329 0.481  -0.056
3 C -3.131 -1.340 -0.501  -0.168
4 H -3.603 0.638 0.456  0.115
5 C -2.342 -2.434 -0.049  -0.086
6 C -1.796 -2.085 1.226  -0.097
7 H -1.173 -2.724 1.855  0.108
8 H -2.042 -0.240 2.486  0.114
9 H -3.673 -1.301 -1.432  0.085
10 H -2.185 -3.387 -0.560  0.110
11 Sn -0.201 -0.263 -2.383  1.153
12 Si -0.831 -0.597 -6.259  0.924
13 C -0.569 0.991 -7.258  -0.316
14 C 0.590 1.017 -8.058  -0.169
15 H 1.251 0.145 -8.103  0.088
16 C 0.943 2.137 -8.816  -0.071
17 H 1.880 2.116 -9.385  0.126
18 C 0.128 3.255 -8.826  -0.049
19 H 0.427 4.151 -9.377  0.127
20 C -1.079 3.227 -8.120  -0.049
21 H -1.742 4.101 -8.149  0.123
22 C -1.437 2.099 -7.361  -0.074
23 H -2.393 2.098 -6.818  0.115
24 C -0.465 -1.759 -7.699  -0.314
25 C -0.897 -1.443 -9.022  -0.089
26 H -1.688 -0.701 -9.195  0.118
27 C -0.260 -1.975 -10.158  -0.053
28 H -0.541 -1.622 -11.165  0.125
29 C 0.749 -2.932 -10.004  -0.054
30 H 1.299 -3.304 -10.876  0.121
31 C 1.023 -3.427 -8.720  -0.059
32 H 1.760 -4.227 -8.605  0.114
33 C 0.372 -2.885 -7.596  -0.104
34 H 0.579 -3.303 -6.614  0.089
35 H -2.240 -0.774 -5.871  0.036
36 Si 2.974 1.021 -6.028  0.938
37 C 2.510 -0.530 -5.020  -0.298
38 C 1.176 -0.965 -4.830  -0.331
39 H 0.367 -0.166 -5.089  -0.010
40 C 0.872 -2.077 -4.005  -0.291
41 H -0.154 -2.468 -3.902  0.098
42 C 1.904 -2.730 -3.302  -0.075
43 H 1.663 -3.564 -2.643  0.105
44 C 3.206 -2.332 -3.514  -0.033
45 H 4.002 -2.833 -2.969  0.135
46 C 3.518 -1.316 -4.420  -0.055
47 H 4.564 -1.076 -4.631  0.126
48 C 2.033 2.543 -5.524  -0.318
49 C 0.974 2.336 -4.639  -0.190
50 H 0.941 1.408 -4.077  -0.047
51 C -0.016 3.292 -4.439  -0.092
52 H -0.914 3.023 -3.888  0.100
53 C 0.144 4.584 -4.942  -0.055
54 H -0.606 5.366 -4.752  0.122
55 C 1.314 4.880 -5.672  -0.055
56 H 1.524 5.921 -5.951  0.121
57 C 2.195 3.858 -6.032  -0.076
58 H 3.012 4.076 -6.718  0.115
59 H 4.317 1.271 -5.881  -0.054
60 Cl 2.085 0.539 -1.948  0.124
61 C -1.100 3.671 -0.455  -0.081
62 C -0.313 2.840 0.497  -0.623
63 N 0.164 1.653 0.253  0.028
64 C 0.879 1.159 1.338  -0.347
65 C 0.895 2.021 2.441  -0.332
66 S -0.040 3.438 2.144  1.083
67 C 1.406 -0.182 1.386  -0.340
68 C 2.021 -0.719 2.520  -0.328
69 S 2.379 -2.388 2.317  1.085
70 C 1.615 -2.299 0.714  -0.628
71 N 1.168 -1.119 0.381  0.017
72 C 1.480 -3.568 -0.038  -0.092
73 H -2.015 3.138 -0.766  0.082
74 H -1.385 4.609 0.053  0.081
75 H -0.494 3.899 -1.352  0.079
76 H 1.406 1.825 3.386  0.080
77 H 2.243 -0.165 3.431  0.081
78 H 2.379 -3.734 -0.650  0.078
79 H 1.393 -4.400 0.675  0.091
80 H 0.589 -3.522 -0.675  0.065

Summary:
HOMO level (spin up / spin down) = -12.45 / -12.45 eV
total charge = +2
spin multiplicity = 1
LUMO energy (spin up / spin down) = -7.42 / -7.46 eV
frontier orbital gap (spin up / spin down) = 5.02 / 4.99 eV
M = 782.17 g mol⁻¹

---

[4]
# CBrClO

A single CBrClO molecule (ωB97M-V/def2-TZVPD, the OMol25 dataset).

Last column: natural (NBO) charge in e.
CARTESIAN COORDINATES (ANGSTROEM)
1 C -0.152 0.131 -0.028  0.346
2 O -0.803 1.202 0.043  -0.484
3 Cl -0.848 -1.393 0.001  0.093
4 Br 1.803 0.060 -0.017  0.045

Summary:
HOMO level = -11.09 eV
total charge = 0
spin multiplicity = 1
LUMO energy = -0.13 eV
frontier orbital gap = 10.96 eV
M = 143.37 g mol⁻¹

---

[5]
# C31H26BrMoN7O2S

A molecular structure, C31H26BrMoN7O2S (ωB97M-V/def2-TZVPD, the OMol25 dataset).

Last column: natural (NBO) charge in e.
CARTESIAN COORDINATES (ANGSTROEM)
1 Mo -0.444 0.758 -0.298  1.141
2 Br 2.413 -0.768 -2.529  0.136
3 C 2.832 0.496 -1.190  0.197
4 C 4.181 0.709 -0.990  -0.255
5 C 4.589 1.639 -0.033  -0.141
6 C 3.603 2.317 0.653  -0.211
7 C 2.270 2.053 0.362  0.099
8 N 1.849 1.120 -0.538  -0.437
9 C 1.162 2.838 0.967  0.752
10 O 1.342 3.633 1.882  -0.628
11 O 0.033 2.563 0.422  -0.653
12 H 4.904 0.158 -1.572  0.249
13 H 5.633 1.835 0.133  0.230
14 H 3.815 3.067 1.396  0.254
15 N -1.282 0.865 4.025  -0.339
16 C -0.411 1.209 3.063  0.223
17 N -0.802 0.691 1.922  -0.525
18 C -1.970 0.036 2.219  0.306
19 N -2.280 0.120 3.511  -0.298
20 C -2.717 -0.569 1.182  -0.040
21 C -3.849 -1.344 1.443  0.084
22 N -4.576 -1.909 0.512  -0.459
23 C -4.136 -1.708 -0.756  -0.057
24 C -3.024 -0.970 -1.060  -0.036
25 N -2.263 -0.360 -0.116  -0.464
26 H -1.291 1.112 5.002  0.426
27 H 0.459 1.815 3.223  0.243
28 H -4.146 -1.492 2.473  0.202
29 H -4.725 -2.181 -1.527  0.198
30 H -2.706 -0.849 -2.091  0.217
31 S -2.234 2.521 -4.186  0.404
32 C -0.759 1.794 -4.659  -0.398
33 C -0.132 1.169 -3.628  -0.259
34 C -0.790 1.253 -2.365  -0.277
35 C -1.958 1.982 -2.548  -0.270
36 C -2.838 2.383 -1.499  0.205
37 C -4.087 2.984 -1.712  -0.239
38 C -4.829 3.391 -0.626  -0.163
39 C -4.299 3.221 0.648  -0.213
40 C -3.066 2.608 0.773  0.058
41 N -2.361 2.172 -0.263  -0.425
42 H -0.428 1.886 -5.677  0.232
43 H 0.805 0.676 -3.799  0.218
44 H -4.447 3.110 -2.721  0.224
45 H -5.802 3.836 -0.760  0.220
46 H -4.822 3.568 1.524  0.216
47 H -2.620 2.486 1.749  0.201
48 C 1.183 -1.441 2.097  -0.595
49 C 0.949 -2.067 0.712  -0.165
50 C 0.048 -3.304 0.936  -0.597
51 C 0.208 -1.129 -0.221  -0.236
52 C 2.291 -2.513 0.136  -0.003
53 C 2.353 -3.491 -0.852  -0.154
54 C 3.564 -3.956 -1.328  -0.224
55 C 4.751 -3.453 -0.827  -0.220
56 C 4.708 -2.452 0.125  -0.216
57 C 3.493 -1.978 0.591  -0.232
58 H 0.245 -1.409 2.646  0.212
59 H 1.581 -0.429 2.018  0.193
60 H 1.879 -2.058 2.664  0.215
61 H -0.895 -2.981 1.379  0.218
62 H 0.527 -4.021 1.600  0.214
63 H -0.187 -3.806 0.002  0.205
64 H -0.351 -1.778 -0.920  0.184
65 H 1.444 -3.887 -1.276  0.205
66 H 3.578 -4.715 -2.093  0.213
67 H 5.700 -3.834 -1.171  0.214
68 H 5.624 -2.034 0.517  0.209
69 H 3.503 -1.183 1.321  0.214

Summary:
⟨S²⟩ = 2.386
HOMO level (spin up / spin down) = -5.29 / -7.47 eV
total charge = 0
spin multiplicity = 3
LUMO energy (spin up / spin down) = -0.41 / -0.62 eV
frontier orbital gap (spin up / spin down) = 4.89 / 6.85 eV
M = 736.51 g mol⁻¹

---

[6]
# C4H12N2

2 unconnected molecules or ions with the total composition C4H12N2 (ωB97M-V/def2-TZVPD, the OMol25 dataset).

Last column: natural (NBO) charge in e.
CARTESIAN COORDINATES (ANGSTROEM)
1 C 1.073 2.830 -1.555  -0.433
2 N 0.719 1.679 -0.716  -0.638
3 C 1.694 0.613 -0.657  -0.419
4 H 2.173 3.064 -1.462  0.172
5 H 0.215 3.563 -1.425  0.216
6 H 0.939 2.246 -2.467  0.196
7 H 0.451 2.082 0.240  0.341
8 H 1.260 -0.392 -0.870  0.186
9 H 2.363 0.767 -1.445  0.188
10 H 2.028 0.609 0.367  0.193
11 C -0.667 -1.943 0.097  -0.476
12 C -1.787 -1.450 2.031  -0.069
13 N -1.577 -2.308 1.137  -0.392
14 H -0.244 -2.917 -0.349  0.203
15 H -1.308 -1.371 -0.652  0.230
16 H 0.133 -1.558 0.749  0.203
17 H -2.508 -1.658 2.845  0.174
18 H -1.378 -0.333 2.039  0.127

Summary:
HOMO level = -8.44 eV
total charge = 0
spin multiplicity = 1
LUMO energy = 0.98 eV
frontier orbital gap = 9.42 eV
M = 88.15 g mol⁻¹

---

Record-wise relative energy (zero: lowest compared OMol25 entry of this formula, charge and spin) values, in kcal per mole: 41.28; 62.25; 160.18; 0.00; 46.62; 77.76